[1]
46
Properties=species:S:1:pos:R:3 method="wB97M-V/def2-TZVPD" s2=1.238 charge=+2 homo_lumo_gap_ev="4.6220 / 6.5205" largest_force_ev_per_a=3.7 multiplicity=2
Mn -0.192 0.539 -0.350
O -5.559 1.697 2.215
O -1.516 4.143 -0.563
O 0.453 0.411 1.414
O -1.092 -1.321 -0.153
O -0.591 2.125 -0.907
O -2.582 -2.530 1.066
O 1.170 -0.429 -0.910
N 2.818 -6.509 -1.842
N -2.003 0.857 0.394
C 2.058 1.649 2.630
C 3.231 2.130 -2.380
C -2.197 -1.481 0.683
C 1.193 -4.636 -1.196
C -2.760 -0.121 0.917
C -0.506 -3.033 -1.759
C 1.431 1.183 1.368
C -0.380 -2.503 -0.481
C 1.279 -4.118 0.099
C -2.454 2.117 0.402
C 2.071 -5.690 -1.564
C 1.837 0.661 -1.049
C 2.682 2.767 -0.120
C -1.491 2.964 -0.406
C -3.646 2.480 0.992
C -4.430 1.476 1.605
C -3.966 0.139 1.528
C 0.496 -3.038 0.456
C 0.291 -4.105 -2.120
C 2.525 0.959 -2.248
C 3.293 3.049 -1.326
C 1.951 1.585 0.068
H -5.855 2.623 2.229
H 1.971 -4.547 0.808
H 1.845 2.712 2.778
H -3.967 3.513 0.967
H 3.738 2.341 -3.310
H 3.834 3.975 -1.451
H 2.473 0.229 -3.044
H -1.212 -2.609 -2.458
H 3.143 1.544 2.603
H 0.222 -4.513 -3.117
H 2.735 3.488 0.681
H -4.562 -0.666 1.933
H 1.648 1.099 3.476
H 0.571 -2.603 1.441

***

[2]
60
Properties=species:S:1:pos:R:3 method="wB97M-V/def2-TZVPD" s2=2.049 charge=-1 relative_energy_kcal_mol=0.0 homo_lumo_gap_ev="6.7184 / 4.5041" largest_force_ev_per_a=0.3 multiplicity=3
Au 0.147 0.409 0.091
Se -0.129 0.590 -3.215
F 1.382 -1.992 1.761
F 1.838 -3.790 0.656
F -1.682 2.228 2.977
F 3.423 -2.542 1.403
F -0.919 0.255 3.376
F 3.994 -3.052 -1.286
F -3.931 2.334 1.391
F -4.917 0.583 2.152
F 4.502 -1.138 -0.434
F -2.927 0.791 3.978
F -4.324 0.648 0.086
F 3.579 -1.218 -2.368
O -1.765 1.034 0.635
O 2.031 -0.335 -0.258
N 1.239 -0.941 -5.383
N -1.383 4.200 -0.524
N 0.275 2.772 -0.215
N -0.719 -1.560 0.033
N 0.063 3.390 0.936
N -0.912 4.200 0.700
N -1.433 5.038 1.686
C -2.738 -3.924 1.965
C -3.942 0.992 1.315
C 0.702 -0.343 -4.544
C 2.166 -1.667 -0.503
C -3.419 -1.714 2.541
C 3.577 -1.770 -1.156
C 1.084 -2.314 -1.419
C -3.552 -3.088 2.717
C -0.616 3.271 -1.083
C -1.711 -1.998 0.883
C -2.011 0.934 2.997
C 2.208 -2.506 0.842
C 1.392 -2.983 -2.582
C -4.519 -3.633 3.731
C -2.533 -1.125 1.649
C -2.502 0.433 1.589
C 0.853 -4.230 -4.687
C -0.288 -2.306 -1.030
C 0.430 -3.597 -3.396
C -1.253 -2.946 -1.828
C -0.900 -3.571 -3.002
C -1.834 -3.388 1.077
H -0.694 2.942 -2.107
H -2.291 -2.854 -1.541
H -0.005 -4.597 -5.249
H -4.044 -1.077 3.149
H -2.440 4.983 1.562
H -4.062 -3.680 4.723
H -4.840 -4.642 3.469
H -1.663 -4.001 -3.638
H 2.414 -3.034 -2.926
H 1.372 -3.488 -5.296
H -5.405 -3.002 3.810
H 1.531 -5.068 -4.506
H -1.194 4.586 2.564
H -1.149 -4.036 0.547
H -2.793 -4.999 2.093

***

[3]
43
Properties=species:S:1:pos:R:3 method="wB97M-V/def2-TZVPD" charge=+2 relative_energy_kcal_mol=123.7 homo_lumo_gap_ev="4.7462 / 4.9133" largest_force_ev_per_a=8.0
P -0.212 0.116 -0.145
O -3.052 4.305 -0.604
O -0.404 3.515 -1.713
O -0.629 3.351 -5.262
O -4.580 1.864 -0.246
C -1.220 2.913 -1.060
C 0.066 -1.528 -2.405
C 1.927 -3.040 -2.803
C 3.069 2.547 1.943
C -1.101 -0.936 1.071
C -0.443 -1.545 2.166
C -1.162 2.586 -4.603
C 0.926 1.384 2.040
C 3.120 2.270 0.582
C 1.939 2.126 2.651
C 1.909 -1.565 -0.867
C 0.664 -1.036 -1.227
C -3.069 -2.309 1.617
C -2.428 -2.855 2.739
C -2.520 3.155 -0.708
C -3.393 2.084 -0.217
C -1.122 -2.446 3.005
C 2.539 -2.535 -1.647
C -2.415 -1.369 0.813
C 0.687 -2.509 -3.177
C 2.128 1.531 -0.045
C 1.047 1.030 0.694
Be -1.675 1.640 0.286
H 0.026 1.155 2.626
H 3.509 -2.970 -1.387
H 0.586 -1.309 2.433
H 2.461 -1.229 0.009
H 3.880 3.089 2.444
H -0.896 -1.115 -2.703
H -2.961 -3.583 3.365
H -2.957 -0.975 -0.048
H 3.951 2.643 -0.005
H 0.165 -2.883 -4.073
H -0.642 -2.863 3.903
H 1.852 2.400 3.705
H -4.084 -2.621 1.365
H 2.152 1.360 -1.100
H 2.363 -3.846 -3.411

***

[4]
47
Properties=species:S:1:pos:R:3 method="wB97M-V/def2-TZVPD" charge=+2 relative_energy_kcal_mol=14.2 homo_lumo_gap_ev=5.8571 largest_force_ev_per_a=0.2
Br -3.031 2.588 2.365
Br -3.569 5.470 -2.451
Ti 0.463 0.109 -0.143
S 1.787 -0.554 1.726
O -0.939 1.012 0.611
N -0.284 -1.830 0.511
N 0.486 -1.751 -0.639
N 2.252 -0.163 -1.474
N -0.221 -1.958 2.786
N -0.191 1.424 -1.761
C -2.738 4.103 -1.472
C -3.086 3.901 -0.166
C 4.287 -0.952 -3.182
C -1.159 2.283 -1.303
C 3.479 -1.908 -2.570
C -1.758 3.275 -2.096
C 1.373 -5.808 0.457
C 1.616 -2.356 -0.897
C 2.718 -6.103 0.669
C 2.005 -3.632 -0.361
C 2.492 -1.477 -1.711
C 0.128 1.499 -3.051
C 3.358 -3.941 -0.149
C -1.360 3.334 -3.440
C 3.706 -5.169 0.377
C 3.047 0.741 -2.042
C -1.548 2.065 0.028
C 0.380 -1.577 1.684
C -2.498 2.863 0.597
C -0.434 2.433 -3.917
C 1.011 -4.574 -0.039
C 4.084 0.384 -2.896
H -0.031 -4.344 -0.222
H 4.745 -5.405 0.561
H -1.798 4.076 -4.095
H -0.134 2.438 -4.954
H 4.128 -3.209 -0.353
H -3.833 4.527 0.301
H 3.614 -2.964 -2.759
H 5.069 -1.255 -3.866
H 2.996 -7.070 1.066
H 2.846 1.782 -1.818
H 0.083 -1.621 3.687
H 0.615 -6.547 0.675
H 4.705 1.154 -3.332
H 0.855 0.790 -3.424
H -1.060 -2.519 2.726

***

[5]
50
Properties=species:S:1:pos:R:3 method="wB97M-V/def2-TZVPD" charge=-1 homo_lumo_gap_ev=7.0134 largest_force_ev_per_a=4.1
S -1.631 0.452 0.343
S -0.748 0.105 -2.953
S 0.892 1.913 -1.141
F -2.414 -0.273 -4.929
F -1.270 2.932 -0.415
F -0.703 -1.682 -4.929
O 2.177 -1.198 -3.584
O -0.721 -0.019 1.374
O -1.430 -2.951 -1.517
O 1.363 0.725 -1.867
O -2.261 -0.519 -0.537
O 1.062 3.210 -1.751
N 0.106 -1.410 -2.446
C 1.008 -2.976 0.689
C 3.970 0.846 1.985
C -3.108 1.083 1.190
C 0.864 -2.571 -0.636
C -1.581 -1.016 -4.136
C 2.301 -3.046 1.240
C 3.421 -2.584 0.527
C 1.983 -2.126 -1.330
C 1.701 1.515 1.528
C -3.783 2.229 0.764
C -0.356 -2.380 -1.523
C -4.922 0.597 2.728
C 1.526 -1.536 -2.626
C 2.660 1.034 2.422
C -3.714 0.221 2.122
C -0.814 1.701 -0.690
C -5.526 1.813 2.391
C 2.064 1.713 0.203
C -4.971 2.609 1.388
C 4.359 1.212 0.698
C 3.395 1.651 -0.209
C 3.273 -2.138 -0.796
H -5.398 -0.075 3.450
H 0.135 -3.270 1.269
H 2.453 -3.474 2.238
H 4.695 0.415 2.666
H -3.274 -0.754 2.347
H 5.394 1.161 0.377
H -5.476 3.513 1.045
H -3.382 2.828 -0.045
H -2.111 -1.752 -3.526
H 3.659 1.940 -1.227
H 4.394 -2.542 1.030
H 2.369 0.799 3.454
H 0.689 1.742 1.856
H -6.454 2.125 2.867
H 4.134 -1.792 -1.381

***

[6]
48
Properties=species:S:1:pos:R:3 method="wB97M-V/def2-TZVPD" charge=-1 relative_energy_kcal_mol=13.3 homo_lumo_gap_ev=6.7517 largest_force_ev_per_a=1.0
K -0.157 -0.951 -0.337
S -0.839 -0.375 -3.789
O -0.708 -3.618 3.180
O -0.600 1.991 0.672
O -0.814 -2.670 1.134
O -0.633 -1.629 -4.489
O -1.043 0.775 -4.652
O -0.649 3.341 2.453
N -0.753 -0.201 2.280
N 2.160 0.095 -0.587
N 0.216 -0.118 -2.632
C -2.422 -0.590 -2.924
C 3.355 0.407 -4.555
C -0.827 1.006 2.834
C -1.170 0.093 4.999
C 3.897 0.367 -2.233
C 4.436 0.317 0.115
C -2.668 -1.361 -1.790
C -0.881 -1.272 3.049
C -4.806 -0.251 -3.162
C 4.841 0.428 -1.183
C -3.507 -0.044 -3.600
C -3.970 -1.568 -1.353
C -5.045 -1.019 -2.034
C -0.793 -2.674 2.384
C 2.525 0.187 -1.889
C 3.062 0.151 0.358
C 1.528 0.089 -2.944
C -1.085 -1.160 4.427
C 4.306 0.479 -3.575
C -0.689 2.125 1.862
C -1.035 1.215 4.189
C 2.006 0.220 -4.251
H -6.056 -1.188 -1.687
H 2.699 0.063 1.380
H -4.126 -2.164 -0.464
H -1.166 -2.075 4.998
H 5.136 0.353 0.939
H 5.887 0.560 -1.436
H 1.303 0.170 -5.069
H -0.557 3.988 1.744
H -1.903 -1.831 -1.193
H -3.311 0.553 -4.480
H -1.093 2.218 4.586
H 5.357 0.616 -3.800
H -1.337 0.206 6.063
H -5.630 0.189 -3.709
H 3.637 0.492 -5.598

***

What is the charge in the second record? -1

***

Please write out number 2 again, unchanged.
60
Properties=species:S:1:pos:R:3 method="wB97M-V/def2-TZVPD" s2=2.049 charge=-1 relative_energy_kcal_mol=0.0 homo_lumo_gap_ev="6.7184 / 4.5041" largest_force_ev_per_a=0.3 multiplicity=3
Au 0.147 0.409 0.091
Se -0.129 0.590 -3.215
F 1.382 -1.992 1.761
F 1.838 -3.790 0.656
F -1.682 2.228 2.977
F 3.423 -2.542 1.403
F -0.919 0.255 3.376
F 3.994 -3.052 -1.286
F -3.931 2.334 1.391
F -4.917 0.583 2.152
F 4.502 -1.138 -0.434
F -2.927 0.791 3.978
F -4.324 0.648 0.086
F 3.579 -1.218 -2.368
O -1.765 1.034 0.635
O 2.031 -0.335 -0.258
N 1.239 -0.941 -5.383
N -1.383 4.200 -0.524
N 0.275 2.772 -0.215
N -0.719 -1.560 0.033
N 0.063 3.390 0.936
N -0.912 4.200 0.700
N -1.433 5.038 1.686
C -2.738 -3.924 1.965
C -3.942 0.992 1.315
C 0.702 -0.343 -4.544
C 2.166 -1.667 -0.503
C -3.419 -1.714 2.541
C 3.577 -1.770 -1.156
C 1.084 -2.314 -1.419
C -3.552 -3.088 2.717
C -0.616 3.271 -1.083
C -1.711 -1.998 0.883
C -2.011 0.934 2.997
C 2.208 -2.506 0.842
C 1.392 -2.983 -2.582
C -4.519 -3.633 3.731
C -2.533 -1.125 1.649
C -2.502 0.433 1.589
C 0.853 -4.230 -4.687
C -0.288 -2.306 -1.030
C 0.430 -3.597 -3.396
C -1.253 -2.946 -1.828
C -0.900 -3.571 -3.002
C -1.834 -3.388 1.077
H -0.694 2.942 -2.107
H -2.291 -2.854 -1.541
H -0.005 -4.597 -5.249
H -4.044 -1.077 3.149
H -2.440 4.983 1.562
H -4.062 -3.680 4.723
H -4.840 -4.642 3.469
H -1.663 -4.001 -3.638
H 2.414 -3.034 -2.926
H 1.372 -3.488 -5.296
H -5.405 -3.002 3.810
H 1.531 -5.068 -4.506
H -1.194 4.586 2.564
H -1.149 -4.036 0.547
H -2.793 -4.999 2.093